--- a ---
Entry from the Open Molecules 2025 dataset: the molecule C4H5NO3 (ωB97M-V/def2-TZVPD).

Atoms and positions in Å:
C -1.346 0.272 -0.680
H 0.859 -1.263 2.155
H -2.375 0.855 -0.624
C 1.001 0.043 -0.222
O -0.187 0.851 1.549
N -1.177 -0.134 -1.981
H -0.145 -0.743 -2.166
C -0.331 0.244 0.223
H -1.863 -0.247 -2.870
H 1.397 0.316 3.060
O 1.482 -0.210 -1.275
C 0.944 -0.123 1.955
O 1.743 0.138 0.878

Values from the calculation:
Multiplicity   1
Total charge   0

=====

--- b ---
Entry from the Open Molecules 2025 dataset: a structure of composition C4H5NO3 (ωB97M-V/def2-TZVPD).

Atoms and positions in Å:
H 1.528 1.484 -0.168
O -0.295 1.982 1.089
C -0.171 -1.471 0.485
C -0.738 -0.501 -1.228
O -0.979 -1.706 -0.680
O -1.023 -0.076 -2.302
C 0.116 0.046 -0.050
H 1.832 0.171 -1.161
H 0.754 -2.045 0.456
H -0.909 2.475 1.651
N 1.431 0.486 -0.294
H -0.727 -1.638 1.403
C -0.820 0.792 0.799

Values from the calculation:
Multiplicity   1
Total charge   0

=====

--- c ---
Entry from the Open Molecules 2025 dataset: the molecule C4H5NO3 (ωB97M-V/def2-TZVPD).

Atoms and positions in Å:
O -0.679 -1.838 1.075
H -0.927 0.475 1.841
O 0.236 0.628 -1.389
H -0.735 2.852 1.605
H -0.198 2.690 -0.144
H 0.452 -0.103 -2.011
C 0.919 -1.979 -0.632
H 1.321 -2.859 -0.106
C -0.076 -1.173 0.226
C -0.417 2.200 0.799
N -0.462 0.030 -0.354
C -0.523 0.873 0.913
O 1.089 -1.795 -1.823

Values from the calculation:
Multiplicity   1
Total charge   0

=====

--- d ---
Entry from the Open Molecules 2025 dataset: the molecule C4H5NO3 (ωB97M-V/def2-TZVPD).

Atoms and positions in Å:
H -0.293 2.644 -0.833
O 0.112 0.328 -2.372
C -0.748 0.688 -0.106
C 0.575 -1.769 0.538
H -0.027 -1.053 1.234
H 1.141 -3.570 0.274
O -1.316 -0.023 0.728
H 0.614 2.147 0.602
C -0.367 2.115 0.118
H -1.107 2.601 0.753
O 0.790 -1.205 -0.634
C -0.087 0.037 -1.254
N 0.713 -2.940 0.951

Values from the calculation:
Multiplicity   1
Total charge   0

=====

Ranked by calculated energy, most stable first: d, b, a, c.

=====

--- a ---
Entry from the Open Molecules 2025 dataset: a structure of composition C45H54CsN7S (ωB97M-V/def2-TZVPD).

Atoms and positions in Å:
C -2.046 -1.776 -3.947
H -3.257 -4.282 -5.990
H -3.792 -0.688 1.371
C -3.656 2.949 -0.758
C 1.581 4.290 2.604
N -1.804 -0.038 1.850
C -0.118 6.387 1.698
C 3.387 -5.118 -1.591
C 4.242 -0.075 2.691
H -2.020 0.706 -0.699
C -1.114 -2.399 -3.122
H 0.481 0.030 5.416
H 3.371 -3.740 0.855
N -1.395 3.750 -0.268
C 1.548 -3.414 -1.956
H 3.147 -7.095 -2.445
C -1.939 -0.397 -4.074
H 3.628 -4.274 -3.592
C 4.246 -4.591 -2.749
H -1.140 -3.469 -2.960
C -4.037 -1.738 -5.511
C 5.675 -1.000 1.124
H 3.222 -0.023 3.073
H -4.541 1.666 0.722
C -2.321 3.448 -1.330
H -3.640 0.097 -0.981
H -1.861 -3.228 -6.277
H -4.705 -0.384 5.252
H -3.255 -1.148 6.958
H -0.861 5.439 -2.304
H 1.436 4.258 4.731
H -2.913 2.208 1.108
H 4.838 -3.738 -2.414
H -4.552 -0.972 -4.928
H -0.896 -1.031 6.926
H 7.736 -0.411 1.302
H -1.892 2.664 -1.971
C -3.998 -3.265 -3.549
C -2.984 0.526 -0.211
C -0.716 5.848 -1.310
C -3.346 0.062 3.746
C -3.548 1.848 0.295
H -4.459 -2.513 -2.907
C -2.055 0.160 3.097
H -3.471 -1.246 -6.304
H -2.541 4.303 -1.984
H 1.900 -6.671 -1.260
C -3.134 -2.599 -4.629
C -0.418 8.064 -0.152
C 0.058 5.126 1.001
C 2.497 -3.981 -1.102
C -0.571 0.008 5.154
H 1.849 -5.980 -2.886
H -2.615 0.177 -4.691
H 5.020 1.221 4.215
H -4.286 2.612 -1.593
H -2.460 -1.441 0.491
H 4.923 -5.376 -3.099
N -0.080 -0.322 -2.558
C 2.515 -6.284 -2.075
C 6.749 -0.292 1.727
C -0.311 7.643 1.180
C 5.242 0.617 3.345
H 2.497 3.701 2.470
H -0.422 9.132 -0.341
C 0.823 -2.311 -1.543
H 1.408 -3.791 -2.963
C -1.404 -0.616 6.057
H -0.031 6.325 2.777
N 0.962 -1.760 -0.335
C -0.902 0.682 3.919
C 2.623 -3.411 0.152
H 3.759 -6.006 0.363
H 4.936 -6.436 -0.885
H 1.780 1.852 3.907
H -4.196 0.281 3.111
C 0.886 3.816 3.892
H 0.671 2.161 5.234
H -4.796 -2.368 -5.980
H 1.948 -1.857 1.463
C -0.159 -1.651 -2.446
H 4.984 -4.823 -0.149
H -0.129 4.223 3.927
N 4.424 -0.843 1.615
C -2.485 -3.680 -5.504
Cs 0.500 1.296 0.648
C 4.322 -5.622 -0.491
N 0.783 4.145 1.405
N -0.247 1.666 3.397
H -0.558 7.711 -2.219
C 1.832 -2.320 0.492
C -2.794 -0.734 6.068
H 7.359 1.038 3.282
C -0.542 7.214 -1.251
C -3.641 -0.334 5.028
S 5.973 -2.054 -0.213
H -1.857 -4.348 -4.913
C -2.809 -0.493 0.919
C 0.806 2.307 4.152
C 6.532 0.505 2.824
H -4.791 -3.857 -4.014
H -0.856 1.349 -3.453
H -3.405 -3.926 -2.916
C -0.765 4.878 -0.241
H 1.891 5.334 2.753
H -0.345 8.439 1.922
C -0.946 0.271 -3.367
H -4.163 3.807 -0.307

Values from the calculation:
Multiplicity   1
Total charge   -2

=====

--- b ---
Entry from the Open Molecules 2025 dataset: a structure of composition C45H54CsN7S (ωB97M-V/def2-TZVPD).

Atoms and positions in Å:
C -0.905 -7.576 -2.920
H -1.618 3.438 -3.720
C 5.169 -3.134 0.122
S 2.124 -3.630 2.709
C 0.678 -7.903 -1.031
H 0.463 -5.731 0.229
C -2.521 1.145 -2.437
C -5.212 -0.781 3.302
C 4.546 -2.423 -0.909
H -1.755 -7.462 -2.245
H -0.794 -0.451 3.712
C -1.851 -2.821 -7.798
H 3.475 6.771 1.268
H -3.248 -1.447 3.615
H 3.717 5.547 -0.741
C -5.077 0.964 0.741
H -4.498 0.678 -1.716
H 0.550 4.471 3.253
C 2.906 5.228 -0.085
C 0.923 3.635 -0.059
C -0.927 -0.393 -5.527
H 2.383 3.890 -1.612
H -6.999 1.388 1.384
H 1.919 6.303 2.990
C 0.856 1.791 3.194
H -1.501 0.766 -2.326
Cs -0.293 0.134 0.299
C 4.447 -3.475 1.236
H -0.140 -7.866 -0.311
H 0.816 -8.945 -1.332
C -2.561 -1.925 -6.775
H -2.230 -0.157 -8.014
H -3.623 2.961 -2.197
C -0.465 1.667 3.970
C 1.104 4.521 2.322
C -0.390 -2.279 -3.658
C -3.150 0.089 2.115
C -0.127 -3.303 -2.599
H 6.214 -3.420 0.044
C -6.246 -0.006 2.762
C -0.147 3.362 -2.146
H 0.301 2.481 -2.633
H -1.522 -3.752 -7.335
C 2.115 4.235 -0.620
H -3.531 -3.640 -5.821
C -1.283 -2.571 -4.684
C -3.039 -0.653 -7.476
H -1.131 -7.030 -3.837
H -2.481 2.640 -0.906
C 0.282 -5.093 -0.624
H 0.258 -3.358 0.624
C -1.594 3.539 -2.625
H 0.441 4.228 -2.485
C -1.582 -1.612 -5.647
H -7.219 -0.054 3.235
C -1.381 0.478 3.651
C 2.812 5.927 1.117
C 0.161 -3.726 -0.389
C 3.220 -2.084 -0.714
H 1.584 -7.574 -0.521
H 1.364 0.816 3.228
H -4.512 -2.820 -7.030
C -3.789 -2.662 -6.227
H 2.470 -6.811 -2.828
N -3.017 0.083 -0.275
H -1.043 2.589 3.850
N -1.997 0.616 2.337
C -3.769 0.347 0.740
N 0.223 -1.101 -3.544
N 2.509 -2.392 0.368
H -4.273 -2.089 -5.435
H -2.528 -3.067 -8.620
C -3.485 0.259 -1.637
H -1.102 0.422 -6.215
C 0.214 -5.579 -1.919
H 0.452 0.764 -4.363
N -0.099 3.191 -0.712
C 0.923 3.380 1.438
H -5.509 -1.468 4.095
H 1.704 -8.267 -3.489
H 4.893 -4.036 2.048
H -0.974 -2.321 -8.212
H -3.461 0.061 -6.767
H -2.157 0.413 4.427
H -1.770 -3.537 -4.686
C 0.383 -7.056 -2.267
N -0.022 -2.839 -1.359
H -5.280 1.615 -0.102
H 1.354 -6.680 -4.186
N 0.720 2.166 1.796
C -0.047 -0.193 -4.471
H -0.801 -8.634 -3.170
H 2.680 -1.527 -1.478
H 1.498 2.509 3.721
C -2.609 2.597 -1.990
H -2.767 1.050 -3.504
C -0.015 -4.646 -2.931
C -3.870 -0.780 3.028
C -6.110 0.809 1.638
C 3.080 -3.115 1.354
H -0.066 -4.952 -3.969
C 1.925 5.603 2.153
H -3.812 -0.908 -8.204
H -0.199 1.591 5.032
H 5.062 -2.131 -1.813
C 1.548 -7.210 -3.253
H -1.892 4.570 -2.407
H -3.526 -0.734 -2.106

Values from the calculation:
Multiplicity   1
Total charge   -2

=====

Ranked by calculated energy, most stable first: a, b.

=====

--- a ---
Entry from the Open Molecules 2025 dataset: the ion C7H10N with charge +1 (ωB97M-V/def2-TZVPD).

Atoms and positions in Å:
N -0.417 0.410 0.647
C -1.599 -1.388 2.036
H 0.605 -2.110 0.676
C -1.653 1.054 0.906
C 0.556 -0.114 -0.409
H 1.360 -1.981 -0.891
C 0.570 -1.576 -0.353
H -0.322 -1.838 -0.862
C 1.006 0.576 0.895
H 1.413 -0.105 1.599
H 1.570 0.413 -1.943
H -1.607 2.017 1.475
H 1.383 1.571 0.831
C -1.367 -0.250 1.507
H 0.382 1.547 -1.821
H -2.247 1.102 -0.056
H -0.174 0.156 -2.455
C 0.542 0.518 -1.784

Values from the calculation:
⟨S²⟩   2.04
Multiplicity   3
Total charge   +1

=====

--- b ---
Entry from the Open Molecules 2025 dataset: the ion C7H10N with charge +1 (ωB97M-V/def2-TZVPD).

Atoms and positions in Å:
H -2.940 0.695 1.201
C 0.233 1.653 0.135
H -1.281 -0.657 -1.393
H 2.587 -2.370 0.017
C -1.476 -0.375 -0.251
H -1.153 -1.368 0.311
C 1.675 1.756 -0.191
H 2.884 0.905 1.088
H -3.057 1.069 -0.458
H 0.837 -2.381 -0.253
C 2.411 0.521 0.029
N 1.565 -0.640 -0.013
H -0.445 2.594 0.290
C 1.691 -1.881 -0.073
H 3.151 0.336 -0.786
C -2.843 0.193 0.148
H -3.501 -0.537 0.143
C -0.339 0.487 0.057

Values from the calculation:
⟨S²⟩   2.03
Multiplicity   3
Total charge   +1

=====

Ranked by calculated energy, most stable first: b, a.

=====

--- a ---
Entry from the Open Molecules 2025 dataset: the molecule C4H5FS (ωB97M-V/def2-TZVPD).

Atoms and positions in Å:
C 0.296 1.456 0.001
C -1.356 -0.491 -0.005
S 1.771 -0.886 0.002
C -0.949 0.937 -0.002
C 1.554 0.721 -0.003
H -0.970 -1.058 -0.867
H 0.387 2.555 -0.002
F -2.742 -0.557 0.000
H -1.783 1.654 0.017
H -1.005 -1.033 0.881
H 2.441 1.343 -0.005

Values from the calculation:
Multiplicity   1
Total charge   0

=====

--- b ---
Entry from the Open Molecules 2025 dataset: the molecule C4H5FS (ωB97M-V/def2-TZVPD).

Atoms and positions in Å:
C -1.674 0.441 0.045
H 0.497 0.578 -1.319
H -0.522 -0.439 1.461
H -0.969 -1.630 0.029
H -1.482 1.456 0.303
F 2.834 0.383 -0.858
H 2.416 -0.135 0.962
S -3.038 -0.060 -0.648
C 0.630 -0.036 -0.391
C 1.888 -0.009 0.055
C -0.580 -0.549 0.359

Values from the calculation:
Multiplicity   1
Total charge   0

=====

Ranked by calculated energy, most stable first: a, b.

=====

--- a ---
Entry from the Open Molecules 2025 dataset: a structure of composition C37H31AuO2P2 (ωB97M-V/def2-TZVPD).

Atoms and positions in Å:
P -1.167 -0.611 1.566
C -4.106 -0.540 -1.295
H -3.288 0.811 -3.228
H 1.550 1.080 -4.029
C -1.754 1.369 -4.563
H 3.684 0.020 -3.401
C 0.042 0.482 -2.641
C 3.783 1.200 -1.002
C 4.183 3.572 -1.106
C -1.335 0.366 -2.412
H -0.888 -4.726 4.148
P 1.347 -0.033 -1.460
C -2.326 -1.902 5.335
H -3.963 -0.897 2.531
C -0.593 1.515 3.397
C 1.805 -2.589 -2.327
H -2.821 -1.516 6.217
Au 1.408 -0.829 0.840
H 4.124 0.202 -0.748
C -5.269 -0.738 -0.562
C -1.885 -3.218 5.303
C 2.400 -3.605 -3.056
H -0.368 0.770 4.147
H -4.190 -0.514 -2.365
C 2.254 -1.273 -2.449
C -1.109 3.463 1.492
C -1.245 -3.705 4.174
C 2.469 1.401 -1.424
C -2.133 -1.075 4.239
H 0.995 -2.816 -1.643
H -6.140 -0.990 1.384
C 4.636 2.283 -0.857
H -0.515 -3.243 2.210
H -2.472 1.723 -5.291
C -0.397 1.450 -4.823
H -0.031 1.859 -5.754
C 2.011 2.698 -1.649
C 1.964 -1.146 2.904
H -1.307 4.215 0.739
H -0.539 4.882 3.001
C -0.677 3.836 2.758
C 0.484 1.007 -3.853
C -4.006 -0.772 1.459
O 3.405 -1.662 0.614
C -0.421 2.858 3.705
H 0.985 2.869 -1.948
H -2.481 -0.050 4.275
H 5.654 2.118 -0.531
C 3.315 -0.994 -3.303
H 3.010 -0.856 2.962
H 4.851 4.415 -0.986
H 2.047 -4.623 -2.949
C 2.867 3.779 -1.492
C -1.492 -1.553 3.096
C -1.043 -2.874 3.082
C -2.888 -0.430 -0.639
C -2.226 0.833 -3.374
C -1.035 1.128 2.136
H 3.937 -4.114 -4.464
H 4.750 -1.790 -4.678
H -0.077 3.135 4.693
H -2.033 -3.859 6.162
H -6.208 -0.820 -1.093
O -1.654 -0.201 -1.209
C -5.233 -0.837 0.815
C -2.824 -0.580 0.754
C 3.460 -3.319 -3.905
H 1.358 -0.569 3.597
H 1.851 -2.213 3.088
C 3.918 -2.015 -4.024
H 2.503 4.783 -1.669
H -1.619 1.851 0.192
C -1.288 2.124 1.187

Values from the calculation:
⟨S²⟩   2.02
Multiplicity   3
Total charge   0

=====

--- b ---
Entry from the Open Molecules 2025 dataset: a structure of composition C37H31AuO2P2 (ωB97M-V/def2-TZVPD).

Atoms and positions in Å:
C -3.056 0.731 -2.115
C 4.458 -0.999 3.265
Au 0.846 1.723 0.638
C -1.787 -2.179 4.726
H 0.980 -6.053 -0.133
C -1.330 -0.906 -1.857
C 0.662 -4.745 -1.806
C 2.684 -1.603 1.729
C -2.840 2.641 0.286
H 5.458 -3.482 1.201
C 0.363 -2.436 -1.271
C 3.530 -2.555 1.165
H -4.419 3.309 1.564
C 3.182 -0.807 2.762
H 1.969 1.659 -2.344
H 6.280 -2.125 3.101
C 0.657 -2.677 0.072
H -3.391 1.758 -2.062
C -0.807 3.066 -3.695
C -2.237 -1.901 -2.210
H -1.846 3.266 -3.463
H -4.232 -2.353 -2.808
H 2.579 0.011 3.136
C -1.745 0.420 -1.743
H 1.719 3.377 2.546
H 3.200 -3.162 0.334
C -3.542 -1.568 -2.529
C 5.279 -1.976 2.717
C -3.954 -0.243 -2.511
C -0.444 -2.508 4.833
H 0.698 -5.541 -2.539
C 1.338 2.156 -3.071
H -1.750 -0.817 1.627
C -2.260 -1.579 3.566
O 2.934 1.736 -0.353
C -1.386 -1.305 2.527
C -1.796 3.007 -0.562
H -3.949 5.709 1.188
C -1.525 4.361 -0.752
C 1.054 3.220 -5.207
H -3.306 -1.314 3.478
O 0.006 -1.148 -1.645
H -0.906 3.994 -5.621
C -3.346 4.955 0.700
H 1.301 1.777 3.228
H 2.900 2.368 -4.521
H 4.817 -0.369 4.068
H -1.928 -2.935 -2.241
H -3.054 1.593 0.461
H -0.697 4.662 -1.382
C -0.279 3.475 -4.907
C -3.611 3.608 0.909
H -2.463 -2.383 5.546
C 0.847 -3.999 0.468
C -0.035 -1.645 2.618
H 1.464 3.543 -6.156
H -2.078 6.376 -0.288
H 2.839 1.999 2.314
C 0.423 -3.444 -2.220
C 0.002 2.408 -2.769
C 1.860 2.560 -4.293
H 1.042 -4.207 1.514
C 1.793 2.301 2.405
C 0.831 -5.031 -0.457
H -4.965 0.028 -2.780
C 4.817 -2.737 1.656
H 1.474 -2.509 3.878
P 0.980 -1.224 1.151
H 0.261 -3.202 -3.263
P -0.624 1.758 -1.196
H -0.071 -2.973 5.736
C -2.299 5.329 -0.129
C 0.428 -2.247 3.783

Values from the calculation:
⟨S²⟩   2.02
Multiplicity   3
Total charge   0

=====

Ranked by calculated energy, most stable first: a, b.

=====

--- a ---
Entry from the Open Molecules 2025 dataset: a cluster of 2 separate species, C2H3F3OS in total (ωB97M-V/def2-TZVPD).

Atoms and positions in Å:
H -2.001 -0.267 -0.286
H 3.689 -0.521 -0.851
F -3.670 -0.724 -1.075
H 4.550 0.665 0.371
C 3.776 0.154 -0.047
C -3.012 -0.268 0.003
O 1.125 0.179 0.051
S 2.355 0.717 0.665
F -3.451 -0.918 1.034
F -3.361 0.982 0.136

Values from the calculation:
Multiplicity   1
Total charge   0

=====

--- b ---
Entry from the Open Molecules 2025 dataset: the molecule C2H3F3OS (ωB97M-V/def2-TZVPD).

Atoms and positions in Å:
O -1.077 1.576 0.080
F -0.687 -0.088 2.217
F -0.572 -1.829 0.828
H 1.137 1.288 0.398
H 0.832 -0.471 -2.124
S 0.025 0.719 -0.285
C -0.012 0.257 -1.867
F 1.337 -0.860 1.710
H -1.014 0.053 -2.196
C 0.032 -0.645 1.240

Values from the calculation:
Multiplicity   1
Total charge   0

=====

Ranked by calculated energy, most stable first: a, b.